Entry 1:
# C4H7Br2O6P

One molecule with the formula C4H7Br2O6P (wB97M-V/def2-TZVPD, the OMol25 dataset).

Each line ends with the Löwdin charge.
Atoms and positions in Å:
C 2.547 -0.701 0.857  -0.16
C 1.408 -0.392 -0.102  -0.77
Br 1.637 -1.370 -1.761  0.78
C 1.184 1.095 -0.344  -0.75
Br 2.790 2.083 -0.762  0.81
O 0.298 1.383 -1.419  -0.06
C -0.918 0.801 -1.405  -0.61
O -1.430 0.286 -2.340  0.18
O -1.485 0.910 -0.162  -0.05
P -2.755 -0.048 0.235  0.36
O -3.974 0.114 -0.527  -0.19
O -2.117 -1.506 0.233  -0.08
O -2.860 0.301 1.769  -0.06
H 2.284 -0.401 1.872  0.09
H 3.479 -0.241 0.542  0.04
H 2.697 -1.779 0.872  0.07
H 0.492 -0.764 0.360  0.08
H 0.791 1.545 0.566  0.11
H -2.043 -1.861 -0.664  0.10
H -2.025 0.547 2.179  0.09

Values from the calculation:
E_LUMO: -0.0023 hartree
Kohn-Sham gap: 10.673 eV
Highest occupied orbital energy: -0.3946 Ha
Net charge: 0

***

Entry 2:
# C14H33Cl2N3OP3Yb

C14H33Cl2N3OP3Yb as an isolated structure (wB97M-V/def2-TZVPD, the OMol25 dataset).

Each line ends with the Löwdin charge.
Atoms and positions in Å:
C -0.955 -0.315 -5.636  -0.06
C -0.090 -0.164 -4.435  -0.89
H -1.939 0.077 -5.368  0.10
H -1.058 -1.381 -5.877  0.11
H -0.547 0.229 -6.492  0.09
O -0.480 -0.059 -3.284  -0.05
Cl 1.596 -0.164 -4.792  0.72
Yb 2.049 0.036 0.183  0.69
P 0.836 -2.631 -0.761  0.72
C 0.082 -4.050 0.144  -0.28
C 0.752 -3.391 -2.425  -0.28
H 0.879 -4.482 -2.346  0.06
H 2.823 -3.998 -0.464  0.07
H 1.528 -2.968 -3.072  0.04
H 3.210 -2.482 -1.324  0.05
H -1.002 -4.038 -0.046  0.05
H -0.225 -3.154 -2.860  0.04
C 2.640 -2.916 -0.485  -0.33
H 0.501 -4.990 -0.238  0.06
H 2.990 -2.476 0.468  -0.04
H 0.242 -3.970 1.226  0.03
P 0.632 2.482 -0.901  0.74
C -0.114 3.946 -0.060  -0.28
C 2.427 2.914 -0.867  -0.31
H 1.066 2.653 -3.292  0.04
H 0.315 4.161 -2.647  0.06
H -0.664 2.668 -2.919  0.04
C 0.311 3.061 -2.609  -0.27
H 2.960 2.384 -1.679  0.06
H 2.533 3.996 -1.043  0.07
H 0.233 4.862 -0.561  0.06
H 0.149 3.975 1.006  0.04
H 2.895 2.676 0.110  0.03
H -1.211 3.881 -0.144  0.05
Cl 3.721 -0.369 1.850  -0.10
C -0.858 -0.077 4.403  -0.12
N -0.473 1.108 3.611  -0.13
C -1.681 1.804 3.115  -0.11
N -2.545 0.918 2.330  0.01
C -2.911 -0.276 3.133  -0.11
N -1.725 -1.001 3.641  -0.10
C -0.988 -1.668 2.566  -0.28
P -0.384 -0.420 1.332  0.93
C 0.457 0.790 2.536  -0.35
C -1.948 0.539 1.051  -0.25
H -1.427 0.264 5.280  0.15
H 0.042 -0.624 4.713  0.15
H -1.371 2.649 2.483  0.13
H -2.257 2.140 3.993  0.16
H -3.508 -0.963 2.513  0.15
H -3.489 0.070 4.001  0.15
H -0.130 -2.212 2.991  0.12
H -1.650 -2.387 2.059  0.10
H 0.768 1.722 2.023  0.07
H 1.364 0.307 2.931  0.04
H -2.637 -0.115 0.495  0.12
H -1.736 1.429 0.438  0.08

Values from the calculation:
Expectation value of S²: 0.759
Energy above the lowest of the compared OMol25 structures with the same formula, charge and spin: 87.8 kJ/mol
E_LUMO (spin up / spin down): -0.2030 / -0.3697 hartree
Kohn-Sham gap (spin up / spin down): 8.681 / 3.951 eV
Spin multiplicity: 2
Highest occupied orbital energy (spin up / spin down): -0.5220 / -0.5149 Ha
Net charge: +2

***

Entry 3:
# C6H37NO12

A 13-piece molecular cluster, C6H37NO12 overall (wB97M-V/def2-TZVPD, the OMol25 dataset).

Each line ends with the Löwdin charge.
Atoms and positions in Å:
C -2.040 2.424 2.460  -0.12
C -0.920 1.557 3.003  -0.28
C -0.656 0.460 2.036  -0.24
N 0.560 -1.235 -0.387  0.11
C 0.005 0.112 -0.429  -0.32
C -0.264 0.873 0.643  -0.08
C 0.040 0.828 -1.824  -0.04
H -1.796 2.857 1.485  0.04
H -2.974 1.790 2.591  0.10
H -2.340 3.408 2.834  0.07
H 0.094 2.030 3.179  0.13
H -1.260 1.165 4.017  0.13
H -1.548 -0.139 1.898  0.08
H 0.091 -0.220 2.529  0.13
H -0.287 -1.812 -0.337  0.06
H 1.306 -1.364 0.250  0.04
H -0.068 1.940 0.552  0.07
H -0.997 1.050 -2.215  0.07
H 0.614 0.265 -2.495  0.02
H 0.234 1.889 -1.944  0.08
H 2.664 -4.184 0.583  0.09
H 1.598 -3.394 1.230  0.04
O 2.537 -3.285 0.985  -0.08
H 0.447 -4.351 -0.836  0.03
H -0.872 -4.266 -0.104  0.02
O 0.068 -4.164 0.015  -0.07
H -2.487 1.802 -1.485  -0.04
H -2.686 3.196 -2.270  0.11
O -3.104 2.277 -2.016  -0.09
H -3.489 -0.632 -0.963  0.06
H -3.045 0.084 0.277  0.05
O -2.836 -0.670 -0.273  -0.02
H 3.498 0.108 1.194  -0.05
H 4.626 0.973 1.588  0.05
O 3.687 0.954 1.464  0.00
H -0.167 -2.660 -2.284  0.01
H -1.644 -3.120 -2.362  0.03
O -0.740 -3.420 -2.311  -0.05
H 2.290 0.104 -2.576  0.01
H 3.811 -0.318 -2.293  -0.01
O 3.238 0.330 -2.633  -0.03
H -0.513 4.870 -0.040  0.05
H 0.256 3.773 0.471  0.00
O -0.512 3.908 -0.114  -0.09
H -0.920 -1.114 -3.137  0.01
H -2.092 -0.992 -2.290  0.00
O -1.867 -1.160 -3.215  -0.04
H -2.939 -2.787 0.648  0.01
H -2.294 -2.589 2.061  0.01
O -2.621 -3.211 1.442  -0.03
H 3.221 -1.928 0.082  0.03
H 3.814 -0.612 -0.738  0.00
O 4.045 -1.375 -0.177  -0.10
H 2.808 3.997 0.960  0.07
H 2.373 2.557 0.503  0.02
O 2.054 3.422 0.768  -0.05

Values from the calculation:
Energy above the lowest of the compared OMol25 structures with the same formula, charge and spin: 482.2 kJ/mol
E_LUMO: 0.0037 hartree
Kohn-Sham gap: 8.995 eV
Highest occupied orbital energy: -0.3269 Ha
Net charge: 0